No. 1
DFT (ωB97M-V/def2-TZVPD) results for a cluster of 2 separate species, C16H21Cl2F8OP in total.

Calculated values
SMILES: FC(F)C(F)(F)C(F)(F)C(F)(F)COCC[PH3]CCc1ccccc1.ClCCl
DFT total energy in Ha: -2758.01141
Net charge: 0

```
49
Properties=species:S:1:pos:R:3:forces:R:3
F 1.303726 6.405103 3.075238 -1.3 -0.6 -0.7
C 0.278970 6.477378 2.144715 0.3 1.0 0.3
F -0.576021 5.410767 2.247644 1.0 0.7 -0.1
C 0.973153 6.567208 0.713032 1.1 0.5 1.0
F 0.298945 7.389449 -0.142918 0.2 -1.1 0.7
F 2.186618 7.196888 0.955499 -1.2 -0.5 -0.4
C 1.332145 5.155947 0.108209 0.9 0.9 -0.7
F 2.449728 5.351726 -0.683084 -1.2 -0.3 0.7
F 1.751288 4.342718 1.133898 -0.8 0.6 -0.8
C 0.214450 4.505649 -0.803219 0.1 -2.2 -0.5
F 0.598502 4.739261 -2.109727 -0.9 0.1 1.3
F -1.050508 4.998346 -0.577268 1.2 0.3 -0.3
C 0.145354 2.954391 -0.523341 0.8 0.3 0.0
O -0.486876 2.262074 -1.582814 -0.5 0.3 0.7
C -1.145215 1.062376 -1.151689 0.2 -1.3 0.3
C -0.360615 0.189984 -0.112543 0.1 0.7 -0.5
P -1.230250 -1.509415 0.230849 0.9 -0.2 0.8
C -1.929525 -3.229977 0.737032 0.6 -1.0 -0.1
C -0.962526 -3.909013 1.819784 -0.1 0.7 -1.2
C 0.467465 -3.945917 1.173874 0.4 -0.8 0.0
C 0.687227 -5.024677 0.216947 1.6 1.3 0.3
C 1.954072 -5.133341 -0.469791 -0.7 1.7 1.6
C 2.962107 -4.136109 -0.163478 -0.5 -0.1 0.2
C 2.773029 -3.089048 0.803258 -1.5 -0.9 -0.2
C 1.506758 -2.986764 1.490709 -0.2 -1.6 -1.3
H -0.278696 7.414958 2.393923 0.3 -0.8 -0.5
H 1.191729 2.549900 -0.444020 -0.8 0.5 0.2
H -0.370265 2.860066 0.466850 0.4 0.0 -0.8
H -1.253584 0.430483 -2.072536 0.2 0.8 0.6
H -2.190754 1.237567 -0.781729 0.8 0.3 -0.2
H 0.665873 -0.017907 -0.523394 -0.8 0.1 0.4
H -0.219817 0.667301 0.888209 -0.3 -0.1 -0.8
H -0.737865 -1.394289 1.587196 -0.3 0.1 -0.3
H -2.521891 -0.998411 -0.097774 0.2 0.0 0.1
H -0.374923 -2.105153 -0.754150 -0.4 0.1 0.3
H -2.991032 -3.183858 1.089545 0.8 -0.1 -0.3
H -1.820569 -3.876057 -0.180329 -0.6 0.5 0.8
H -1.323168 -4.950612 2.023621 0.4 0.9 0.0
H -1.000761 -3.289421 2.746595 0.2 -0.6 -0.5
H -0.127690 -5.757217 0.025468 0.7 0.7 0.2
H 2.128483 -5.952626 -1.197720 0.0 0.8 0.6
H 3.937489 -4.171919 -0.698403 -0.9 -0.1 0.5
H 3.569225 -2.344077 1.018819 -0.6 -0.8 -0.3
H 1.273133 -2.188750 2.227375 0.4 -0.7 -0.6
Cl -2.215255 -1.781705 -2.765126 -0.3 -0.1 -0.6
C -2.458058 -3.441817 -3.327775 -0.1 -0.1 -0.1
Cl -1.116928 -4.486257 -2.845447 0.0 0.0 -0.1
H -3.378538 -3.827314 -2.898396 0.1 0.1 0.1
H -2.528139 -3.437891 -4.411617 0.1 0.1 0.1
```
Forces are in eV/Å.

Listed below, in e, are the Löwdin charges computed for each atom: 0.057 -0.225 0.075 -0.310 0.129 0.097 -0.296 0.113 0.119 -0.343 0.106 0.101 -0.124 -0.126 -0.281 -0.375 0.747 -0.386 -0.217 -0.254 -0.074 -0.077 -0.099 -0.083 -0.071 0.179 0.150 0.143 0.057 0.121 0.089 0.061 0.010 -0.004 -0.001 0.072 0.024 0.107 0.095 0.105 0.099 0.096 0.101 0.099 0.572 -0.976 0.539 0.032 0.027

=====

No. 2
DFT (ωB97M-V/def2-TZVPD) results for the molecule C16H21Cl3N2O4.

Calculated values
Energy above the lowest of the compared OMol25 structures with the same formula, charge and spin in kcal per mole: 0.0
SMILES: CCCCCCCC(=O)N[C@@H](Oc1ccccc1[N+](=O)[O-])C(Cl)(Cl)Cl
DFT total energy in Ha: -2413.26156
Net charge: 0

```
46
Properties=species:S:1:pos:R:3:forces:R:3
C -6.046166 -1.405903 -0.435357 0.0 0.2 0.1
C -5.269371 -0.183055 0.036923 0.1 -0.3 -0.1
C -3.771478 -0.466094 0.131721 -0.2 0.5 0.1
C -2.993166 0.752811 0.620932 0.2 -0.2 -0.2
C -1.474436 0.577292 0.568266 -0.1 0.2 0.2
C -0.939649 -0.503772 1.518769 0.0 0.0 -0.2
C -0.662337 -1.841968 0.814670 -0.1 0.1 0.0
C 0.436672 -1.664948 -0.200569 0.0 -0.1 0.4
O 0.259686 -1.533717 -1.390416 -0.2 0.0 -0.5
N 1.687078 -1.591532 0.347495 0.4 0.1 0.1
C 2.866196 -1.393090 -0.436135 -0.5 0.1 -0.3
O 3.543488 -0.215331 -0.086048 -0.1 0.1 -0.1
C 3.104466 0.999954 -0.499535 0.2 0.1 0.2
C 1.964960 1.216531 -1.269866 0.1 -0.2 0.0
C 1.584833 2.501078 -1.615055 0.1 0.1 0.1
C 2.317744 3.600854 -1.196008 -0.1 -0.1 0.0
C 3.446329 3.404369 -0.428545 0.2 -0.2 0.1
C 3.848242 2.118283 -0.083286 -0.9 0.1 -0.6
N 5.046617 1.981250 0.706741 0.4 0.0 0.3
O 5.410038 2.965448 1.318574 0.2 0.3 0.3
O 5.627110 0.920482 0.711545 0.3 -0.1 0.0
C 3.881049 -2.524341 -0.181697 0.2 -0.1 -0.1
Cl 3.120173 -4.075243 -0.575436 0.0 0.1 -0.1
Cl 5.312292 -2.287332 -1.189425 -0.1 0.0 0.0
Cl 4.353821 -2.519123 1.526076 0.0 0.0 0.1
H -5.913743 -2.234321 0.257467 0.0 -0.1 0.0
H -5.698371 -1.722300 -1.416327 0.0 -0.1 -0.1
H -7.108277 -1.182917 -0.503332 -0.1 -0.1 0.0
H -5.640837 0.127651 1.016403 0.0 0.1 0.0
H -5.437920 0.643473 -0.657092 0.0 0.1 0.0
H -3.617919 -1.302941 0.815736 0.1 -0.1 0.0
H -3.399324 -0.759193 -0.852582 0.1 -0.1 0.0
H -3.258743 1.609593 -0.003203 -0.1 0.1 0.0
H -3.294975 0.989377 1.644385 0.0 0.1 0.0
H -1.015008 1.534705 0.824643 0.1 0.0 -0.1
H -1.181047 0.340019 -0.455145 0.1 0.1 -0.1
H -1.659775 -0.673246 2.320913 0.0 0.0 0.1
H -0.013182 -0.156319 1.982051 0.0 0.0 0.1
H -0.369072 -2.593895 1.548732 0.0 -0.1 0.0
H -1.554495 -2.180805 0.290984 0.1 -0.1 0.0
H 1.819556 -1.722005 1.339591 -0.1 0.0 0.0
H 2.569114 -1.407881 -1.496269 0.1 -0.1 0.3
H 1.362466 0.388074 -1.605000 0.0 -0.2 0.0
H 0.699612 2.638322 -2.216548 -0.1 0.0 -0.1
H 2.012384 4.598549 -1.466997 0.0 0.1 0.0
H 4.045356 4.233173 -0.082731 0.0 0.0 0.0
```
Forces are in eV/Å.

Listed below, in e, are the Löwdin charges computed for each atom: -0.118 -0.276 -0.237 -0.216 -0.202 -0.179 -0.099 -0.494 0.063 0.110 -0.485 -0.056 -0.155 0.012 -0.054 -0.070 0.005 -0.068 -0.348 0.074 0.097 -1.505 0.633 0.651 0.652 0.070 0.071 0.066 0.109 0.108 0.108 0.121 0.112 0.115 0.109 0.101 0.113 0.106 0.122 0.113 0.127 0.157 0.095 0.113 0.106 0.122

=====

No. 3
DFT (ωB97M-V/def2-TZVPD) results for a structure of composition C16H21ClF5O8PS2.

Calculated values
DFT total energy in Ha: -3321.50557
Net charge: 0

```
54
Properties=species:S:1:pos:R:3:forces:R:3
O -0.979432 0.362377 2.592802 -0.6 -0.2 -0.5
P -0.024310 0.293422 1.488811 -0.2 0.7 2.2
O 0.902041 -0.981069 1.596497 -1.4 1.3 -1.3
O 1.015925 1.555572 1.556614 -0.3 -0.7 -0.6
Cl 1.410971 1.836001 3.179286 0.2 0.2 -0.3
O -0.677081 0.483033 0.019900 1.2 -0.7 0.3
C -1.452324 -0.569308 -0.462925 -1.5 0.2 -0.9
F -1.791656 -0.178039 -1.724492 0.3 0.0 0.0
F -0.757238 -1.710292 -0.610797 0.3 0.1 0.3
C -2.751456 -0.777852 0.294334 0.5 0.2 0.2
C -3.162536 -2.024267 0.743113 -0.1 0.5 0.0
C -4.354846 -2.090184 1.457541 0.1 -0.5 0.2
C -5.101520 -0.956233 1.724292 -0.2 0.5 0.0
C -4.684134 0.282461 1.245806 0.2 -0.2 -0.3
C -5.448185 1.564786 1.489443 1.2 -0.4 0.5
F -5.615503 2.256036 0.355462 -0.5 0.0 0.0
F -6.615036 1.345079 2.097805 -0.3 0.2 -0.3
F -4.716190 2.362089 2.301062 -0.2 0.1 0.0
C -3.498833 0.369690 0.533464 -0.1 -0.1 0.0
H 0.349182 -1.742627 1.820915 0.3 -0.2 0.1
H -2.557569 -2.896887 0.531311 -0.1 0.0 0.1
H -4.696497 -3.047226 1.835927 0.0 0.1 -0.1
H -6.019350 -0.995189 2.299517 0.1 -0.2 -0.1
H -3.144168 1.325482 0.163321 -0.1 0.0 0.1
C -0.481739 2.312847 -3.449860 0.1 0.1 0.0
C -0.439992 3.516445 -2.500141 0.0 -0.1 0.0
C -0.359485 4.780944 -3.364640 0.1 0.0 0.4
S -1.160078 4.375445 -4.922972 -0.1 -0.2 0.2
O -0.173033 4.412065 -5.971988 -0.1 0.1 -0.1
O -2.400548 5.099867 -5.028150 0.1 0.1 -0.2
C -1.505469 2.665629 -4.523625 0.1 -0.3 0.2
H -0.749768 1.398420 -2.930391 0.0 0.0 0.0
H 0.500989 2.167340 -3.904893 0.0 0.0 0.0
H -1.352758 3.537896 -1.900117 0.0 0.0 0.0
H 0.402021 3.458029 -1.811306 0.0 0.0 0.0
H -0.877146 5.621257 -2.908792 0.0 0.1 -0.2
H 0.671450 5.054406 -3.581566 0.0 0.0 -0.1
H -1.420297 2.056286 -5.420343 0.0 0.1 -0.1
H -2.521376 2.616682 -4.131653 0.0 0.1 0.0
C 5.742118 -4.387135 2.142258 0.0 0.1 0.0
C 6.199651 -2.996798 2.601908 0.0 -0.1 0.0
C 5.419994 -1.962085 1.780825 0.4 0.1 0.2
S 3.861609 -2.740819 1.339502 0.1 -0.1 0.3
O 3.816317 -2.909957 -0.090510 -0.2 0.1 0.0
O 2.784276 -2.101351 2.054897 1.1 -0.8 0.0
C 4.219198 -4.327231 2.090611 0.2 -0.3 0.1
H 6.087932 -5.170239 2.815644 0.0 0.0 0.0
H 6.140887 -4.597098 1.147315 0.0 0.0 0.0
H 5.973223 -2.871524 3.662793 0.0 0.0 0.0
H 7.273764 -2.864795 2.479507 0.0 0.0 0.0
H 5.215119 -1.058782 2.350201 -0.1 0.0 -0.1
H 5.938455 -1.708724 0.857921 -0.1 0.0 -0.1
H 3.774001 -5.121815 1.495968 -0.1 0.1 -0.1
H 3.790431 -4.322060 3.092589 0.0 0.1 0.0
```
Forces are in eV/Å.

Listed below, in e, are the Löwdin charges computed for each atom: -0.253 0.340 -0.123 -0.637 0.713 -0.030 -0.571 0.115 0.140 -0.124 0.004 -0.045 0.004 -0.089 -0.585 0.154 0.152 0.140 0.051 0.107 0.122 0.111 0.123 0.144 -0.218 -0.213 -0.219 0.661 -0.322 -0.327 -0.227 0.087 0.123 0.115 0.114 0.102 0.103 0.108 0.108 -0.222 -0.214 -0.215 0.685 -0.311 -0.334 -0.230 0.115 0.120 0.117 0.114 0.103 0.105 0.107 0.107

=====

Calculated LUMO level in order - 0.6 -0.3 -0.5 eV